The following is a DFT calculation (wB97M-V/def2-TZVPD) of a cluster of 9 separate species, C30H84N6O9 in total in a non-equilibrium geometry.

Bonds (Å) are listed after each position.
Atoms and positions in Å:
1 C -2.426 -6.493 -0.460  O2 1.412, H7 1.090, H8 1.090, H9 1.090
2 O -1.733 -5.442 0.181  C1 1.412, C3 1.472
3 C -2.069 -5.534 1.612  O2 1.472, C4 1.592, H10 1.090, H11 1.090
4 C -1.055 -4.588 2.394  C3 1.592, C5 1.558, N6 1.484, H12 1.090
5 C -1.145 -3.121 1.879  C4 1.558, H13 1.090, H14 1.090, H15 1.090
6 N 0.338 -4.944 2.026  C4 1.484, H16 1.010, H17 1.010
7 H -3.495 -6.357 -0.296  C1 1.090
8 H -2.071 -7.463 -0.111  C1 1.090
9 H -2.229 -6.472 -1.531  C1 1.090
10 H -3.078 -5.152 1.765  C3 1.090
11 H -1.996 -6.511 2.090  C3 1.090
12 H -1.271 -4.609 3.462  C4 1.090
13 H -0.723 -3.073 0.876  C5 1.090
14 H -0.469 -2.546 2.513  C5 1.090
15 H -2.120 -2.634 1.885  C5 1.090
16 H 0.370 -4.586 1.081  N6 1.010
17 H 0.393 -5.952 2.022  N6 1.010
18 C -3.428 4.363 0.967  O19 1.400, H24 1.090, H25 1.090, H26 1.090
19 O -3.254 2.990 0.754  C18 1.400, C20 1.433
20 C -3.853 2.452 -0.431  O19 1.433, C21 1.551, H27 1.090, H28 1.090
21 C -3.240 2.930 -1.773  C20 1.551, C22 1.578, N23 1.431, H29 1.090
22 C -4.169 2.447 -2.953  C21 1.578, H30 1.090, H31 1.090, H32 1.090
23 N -1.895 2.476 -1.947  C21 1.431, H33 1.010, H34 1.010
24 H -3.147 5.094 0.209  C18 1.090
25 H -2.844 4.604 1.855  C18 1.090
26 H -4.503 4.526 1.040  C18 1.090
27 H -4.051 1.381 -0.412  C20 1.090
28 H -4.906 2.725 -0.500  C20 1.090
29 H -3.300 4.018 -1.792  C21 1.090
30 H -3.712 2.607 -3.930  C22 1.090
31 H -5.187 2.818 -3.068  C22 1.090
32 H -4.265 1.362 -2.912  C22 1.090
33 H -1.210 2.728 -1.248  N23 1.010
34 H -1.974 1.488 -1.755  N23 1.010
35 C 3.338 -5.265 -2.842  O36 1.450, H41 1.090, H42 1.090, H43 1.090
36 O 3.341 -3.828 -2.642  C35 1.450, C37 1.438
37 C 2.579 -3.450 -1.483  O36 1.438, C38 1.586, H44 1.090, H45 1.090
38 C 2.682 -1.929 -1.044  C37 1.586, C39 1.592, N40 1.472, H46 1.090
39 C 4.223 -1.529 -1.030  C38 1.592, H47 1.090, H48 1.090, H49 1.090
40 N 2.147 -1.681 0.305  C38 1.472, H50 1.010, H51 1.010
41 H 2.556 -5.708 -2.226  C35 1.090
42 H 4.246 -5.818 -2.601  C35 1.090
43 H 2.925 -5.422 -3.838  C35 1.090
44 H 1.554 -3.717 -1.739  C37 1.090
45 H 2.806 -4.168 -0.695  C37 1.090
46 H 2.001 -1.370 -1.686  C38 1.090
47 H 4.906 -2.330 -0.749  C39 1.090
48 H 4.262 -0.606 -0.450  C39 1.090
49 H 4.591 -1.199 -2.001  C39 1.090
50 H 2.793 -1.594 1.076  N40 1.010
51 H 1.517 -0.893 0.265  N40 1.010
52 C -1.089 0.681 1.345  O53 1.472, H58 1.090, H59 1.090, H60 1.090
53 O -0.206 1.001 0.212  C52 1.472, C54 1.450
54 C 1.078 1.538 0.620  O53 1.450, C55 1.551, H61 1.090, H62 1.090
55 C 1.373 3.006 0.216  C54 1.551, C56 1.514, N57 1.447, H63 1.090
56 C 2.206 3.771 1.223  C55 1.514, H64 1.090, H65 1.090, H66 1.090
57 N 0.143 3.738 0.004  C55 1.447, H67 1.010, H68 1.010
58 H -0.959 1.310 2.226  C52 1.090
59 H -0.711 -0.281 1.693  C52 1.090
60 H -2.115 0.714 0.981  C52 1.090
61 H 1.101 1.512 1.710  C54 1.090
62 H 1.883 0.888 0.276  C54 1.090
63 H 1.927 2.885 -0.716  C55 1.090
64 H 1.689 3.787 2.183  C56 1.090
65 H 2.276 4.727 0.705  C56 1.090
66 H 3.197 3.343 1.369  C56 1.090
67 H 0.106 4.630 0.477  N57 1.010
68 H -0.613 3.216 0.425  N57 1.010
69 C -1.197 -4.482 -4.428  O70 1.435, H75 1.090, H76 1.090, H77 1.090
70 O -1.624 -3.115 -4.336  C69 1.435, C71 1.418
71 C -1.937 -2.807 -2.988  O70 1.418, C72 1.538, H78 1.090, H79 1.090
72 C -1.984 -1.272 -3.079  C71 1.538, C73 1.485, N74 1.487, H80 1.090
73 C -0.771 -0.476 -3.398  C72 1.485, H81 1.090, H82 1.090, H83 1.090
74 N -2.342 -0.786 -1.721  C72 1.487, H84 1.010, H85 1.010
75 H -0.485 -4.921 -3.729  C69 1.090
76 H -0.791 -4.571 -5.436  C69 1.090
77 H -2.038 -5.175 -4.442  C69 1.090
78 H -2.862 -3.382 -2.941  C71 1.090
79 H -1.279 -3.122 -2.178  C71 1.090
80 H -2.832 -0.999 -3.707  C72 1.090
81 H 0.066 -0.566 -2.706  C73 1.090
82 H -1.079 0.570 -3.391  C73 1.090
83 H -0.316 -0.669 -4.369  C73 1.090
84 H -1.569 -0.928 -1.086  N74 1.010
85 H -3.013 -1.438 -1.341  N74 1.010
86 C 1.099 3.267 5.865  O87 1.465, H92 1.090, H93 1.090, H94 1.090
87 O 1.227 1.993 5.152  C86 1.465, C88 1.430
88 C 2.445 1.252 5.253  O87 1.430, C89 1.542, H95 1.090, H96 1.090
89 C 2.127 -0.202 4.848  C88 1.542, C90 1.577, N91 1.423, H97 1.090
90 C 1.390 -0.994 5.995  C89 1.577, H98 1.090, H99 1.090, H100 1.090
91 N 3.280 -0.935 4.450  C89 1.423, H101 1.010, H102 1.010
92 H 0.714 3.969 5.125  C86 1.090
93 H 2.076 3.686 6.104  C86 1.090
94 H 0.538 3.181 6.795  C86 1.090
95 H 3.224 1.795 4.719  C88 1.090
96 H 2.735 1.281 6.303  C88 1.090
97 H 1.453 -0.128 3.995  C89 1.090
98 H 1.001 -1.926 5.586  C90 1.090
99 H 0.504 -0.390 6.188  C90 1.090
100 H 1.847 -1.168 6.970  C90 1.090
101 H 2.852 -1.799 4.151  N91 1.010
102 H 3.900 -1.218 5.196  N91 1.010
103 C -4.963 -1.412 1.068  C104 1.509, H106 1.090, H107 1.090, H108 1.090
104 C -5.243 -1.925 -0.323  C103 1.509, O105 1.383, H109 1.090, H110 1.090
105 O -4.433 -2.970 -0.729  C104 1.383, H111 0.960
106 H -5.679 -0.740 1.543  C103 1.090
107 H -4.016 -0.880 0.979  C103 1.090
108 H -4.886 -2.261 1.747  C103 1.090
109 H -5.228 -1.163 -1.103  C104 1.090
110 H -6.236 -2.372 -0.383  C104 1.090
111 H -4.890 -3.627 -1.259  O105 0.960
112 C 0.628 5.750 -3.407  C113 1.505, H115 1.090, H116 1.090, H117 1.090
113 C -0.685 5.157 -3.845  C112 1.505, O114 1.381, H118 1.090, H119 1.090
114 O -0.681 3.816 -4.177  C113 1.381, H120 0.960
115 H 1.426 5.593 -4.132  C112 1.090
116 H 0.852 5.226 -2.478  C112 1.090
117 H 0.492 6.801 -3.154  C112 1.090
118 H -1.007 5.637 -4.769  C113 1.090
119 H -1.443 5.445 -3.118  C113 1.090
120 H -1.184 3.437 -3.452  O114 0.960
121 C 6.162 5.228 0.420  C122 1.585, H124 1.090, H125 1.090, H126 1.090
122 C 6.783 4.130 -0.541  C121 1.585, O123 1.433, H127 1.090, H128 1.090
123 O 8.186 4.426 -0.533  C122 1.433, H129 0.960
124 H 5.091 5.292 0.231  C121 1.090
125 H 6.543 6.216 0.164  C121 1.090
126 H 6.320 5.020 1.478  C121 1.090
127 H 6.330 4.253 -1.524  C122 1.090
128 H 6.695 3.126 -0.127  C122 1.090
129 H 8.671 3.782 -1.055  O123 0.960

* LUMO: 0.448 eV
* HOMO: -0.32025 hartree
* F_max: 3.3 eV Å⁻¹
* spin multiplicity: 1
* SMILES: COC[C@H](C)N.COC[C@H](C)N.COC[C@H](C)N.COC[C@H](C)N.COC[C@H](C)N.COC[C@H](C)N.CCO.CCO.CCO
* molecular weight: 673.035 g mol⁻¹
* energy relative to the best compared isomer or geometry (same formula, charge and spin): 467.2 kJ/mol

Results of the Mulliken charge analysis, in e, for atoms 1 through 99:
1. C -0.96
2. O 0.09
3. C -0.91
4. C -0.04
5. C -0.38
6. N -0.64
7. H 0.31
8. H 0.35
9. H 0.19
10. H 0.37
11. H 0.44
12. H 0.47
13. H -0.08
14. H 0.03
15. H 0.25
16. H 0.19
17. H 0.28
18. C -0.89
19. O -0.19
20. C -0.62
21. C 0.77
22. C -1.62
23. N -0.21
24. H 0.29
25. H 0.28
26. H 0.39
27. H -0.27
28. H 0.68
29. H 0.42
30. H 0.38
31. H 0.46
32. H 0.19
33. H 0.54
34. H -0.58
35. C -0.72
36. O -0.45
37. C -0.80
38. C 1.68
39. C -1.68
40. N -0.17
41. H 0.28
42. H 0.28
43. H 0.31
44. H 0.26
45. H 0.42
46. H -0.68
47. H 0.30
48. H 0.53
49. H 0.40
50. H 0.31
51. H -0.56
52. C 0.10
53. O 1.28
54. C -1.00
55. C 0.54
56. C -1.85
57. N -0.38
58. H 0.43
59. H -0.15
60. H -0.70
61. H 0.21
62. H 0.37
63. H 0.36
64. H 0.41
65. H 0.46
66. H 0.38
67. H 0.33
68. H -0.43
69. C -0.79
70. O -0.42
71. C -0.15
72. C 0.42
73. C -1.35
74. N 0.93
75. H 0.24
76. H 0.31
77. H 0.32
78. H 0.18
79. H 0.07
80. H 0.37
81. H -0.05
82. H 0.39
83. H 0.49
84. H -0.61
85. H -0.40
86. C -0.87
87. O -0.28
88. C -0.95
89. C 1.41
90. C -1.62
91. N -0.69
92. H 0.24
93. H 0.39
94. H 0.28
95. H 0.41
96. H 0.51
97. H -0.54
98. H 0.40
99. H 0.35